No. 1
Formula: C30H72Cl6N4
Source: OMol25
Level of theory: ωB97M-V/def2-TZVPD

Atoms and positions in Å:
Cl -1.955 6.031 -1.907
C -1.664 4.359 -1.885
C -2.009 3.703 -0.637
Cl -3.744 3.838 -0.245
H -0.552 4.252 -2.119
H -2.314 3.935 -2.634
H -1.536 3.923 0.154
H -1.804 2.717 -0.833
Cl -0.650 2.809 -3.659
C 1.046 3.191 -3.698
C 2.037 1.853 -3.656
Cl 1.511 0.894 -2.189
H 1.282 3.781 -2.795
H 1.111 3.716 -4.785
H 3.074 1.950 -3.636
H 1.720 1.230 -4.401
Cl 0.906 -0.738 2.677
C 0.488 0.192 1.156
C -1.002 0.423 1.054
Cl -1.498 1.059 -0.555
H 0.882 -0.571 0.214
H 1.110 1.037 0.920
H -1.364 1.103 1.718
H -1.351 -0.647 1.130
C 2.313 2.319 0.203
C 3.019 3.551 -0.602
N 2.159 4.613 -1.040
C 1.855 5.528 0.071
C 2.620 5.580 1.173
C 2.826 5.494 -2.083
C 1.949 6.210 -2.997
H 2.129 2.564 1.145
H 2.945 1.387 0.082
H 1.378 2.169 -0.265
H 3.428 2.972 -1.404
H 4.006 3.738 -0.223
H 0.921 5.302 0.448
H 1.602 6.515 -0.130
H 3.338 4.906 1.619
H 2.033 5.569 2.064
H 3.309 6.437 1.080
H 3.488 4.850 -2.716
H 3.483 6.305 -1.506
H 2.350 6.922 -3.608
H 1.144 6.780 -2.444
H 1.226 5.511 -3.559
C -4.092 2.287 1.825
C -3.936 2.539 3.204
N -3.191 1.256 3.840
C -2.320 1.613 4.982
C -2.877 2.258 6.086
C -4.085 0.233 4.217
C -3.508 -1.158 3.736
H -4.586 1.365 1.550
H -3.242 2.260 1.215
H -4.671 2.975 1.363
H -4.903 2.734 3.754
H -3.162 3.346 3.349
H -1.827 2.232 4.635
H -1.648 0.782 5.440
H -3.621 2.859 6.022
H -2.098 2.925 6.289
H -2.973 1.456 6.834
H -5.069 0.110 3.770
H -4.302 -0.050 5.232
H -3.547 -1.578 2.785
H -4.035 -2.107 4.300
H -2.620 -1.267 4.018
C -1.699 -2.649 -0.808
C -0.411 -2.593 -1.607
N -0.467 -3.199 -2.980
C -1.325 -2.584 -3.957
C -1.586 -1.246 -3.866
C 0.873 -3.409 -3.545
C 0.944 -4.731 -4.142
H -2.269 -3.646 -1.097
H -2.399 -1.852 -1.275
H -1.279 -2.547 0.232
H 0.575 -3.002 -1.168
H -0.099 -1.543 -1.584
H -2.259 -3.055 -3.595
H -1.294 -2.895 -4.966
H -1.700 -0.604 -3.026
H -2.571 -1.020 -4.367
H -0.805 -0.764 -4.490
H 1.726 -3.320 -2.727
H 0.929 -2.597 -4.206
H 0.461 -5.451 -3.458
H 1.932 -5.345 -4.296
H 0.457 -4.762 -5.170
C -0.670 -5.769 0.968
C 0.669 -5.997 0.254
N 1.876 -5.701 1.180
C 3.075 -6.474 0.954
C 3.518 -6.812 -0.324
C 2.100 -4.313 1.484
C 2.690 -4.085 2.864
H -1.032 -4.817 1.211
H -0.668 -6.218 1.915
H -1.461 -6.371 0.312
H 0.473 -5.361 -0.711
H 0.875 -7.048 0.049
H 2.702 -7.463 1.373
H 3.851 -6.382 1.736
H 2.790 -6.817 -0.989
H 4.069 -7.869 -0.322
H 4.361 -6.297 -0.570
H 1.061 -3.895 1.564
H 2.659 -3.666 0.508
H 2.251 -3.032 3.242
H 3.755 -4.078 2.771
H 2.388 -5.053 3.484

Forces on the atoms, in the same order (eV/Å):
Cl -0.43 2.91 0.05
C 1.38 0.48 -0.04
C -4.09 0.43 -4.60
Cl 0.41 1.71 -2.52
H -1.95 0.24 0.90
H 0.14 0.10 -0.25
H 3.72 2.22 5.84
H -0.33 -0.23 -0.31
Cl 0.26 -2.56 -1.86
C 2.56 -0.85 -2.35
C -4.00 1.86 1.97
Cl 0.46 -0.17 -1.23
H -0.12 -0.10 -0.77
H 0.62 -0.96 2.88
H 1.55 0.79 0.14
H -0.47 -1.40 -2.23
Cl -0.33 1.02 -0.81
C 1.52 -2.80 -3.15
C 1.29 -3.83 -1.81
Cl 1.01 -3.91 0.57
H -1.44 1.85 2.64
H -0.22 -0.16 1.35
H -1.18 1.39 2.21
H -0.74 1.61 0.21
C 2.94 1.38 -4.22
C -0.14 -3.48 0.18
N 0.84 2.09 -1.04
C -4.06 -2.65 -4.10
C 6.40 1.55 6.43
C 2.98 -0.40 1.58
C -5.89 -1.18 1.09
H -0.34 1.01 4.44
H -0.71 1.20 0.36
H -0.70 0.06 -0.57
H -0.56 -0.03 -1.67
H 0.31 1.19 1.34
H -2.63 -1.48 0.30
H 0.08 1.90 -1.96
H 0.26 -1.53 -1.28
H -0.71 1.29 0.78
H -0.30 0.27 0.87
H -0.12 0.39 0.77
H -0.84 -1.76 -1.24
H 1.60 1.50 -1.79
H 0.89 -0.27 -0.06
H 1.61 1.18 0.36
C -0.90 -3.06 -0.88
C 2.37 -1.31 4.60
N -0.96 1.84 0.04
C -6.01 -11.42 1.40
C 2.47 -3.41 4.64
C -0.76 -4.50 -1.95
C -7.55 -1.74 1.52
H -0.35 -0.77 0.53
H 1.59 -0.18 0.11
H -2.04 1.95 -0.45
H 1.08 0.00 -0.46
H -1.12 -0.37 0.15
H 9.45 9.85 -6.54
H -1.07 0.82 -1.70
H -5.61 3.37 -0.88
H 1.35 0.99 1.79
H -0.57 1.16 0.66
H -0.33 1.51 -0.43
H 0.30 1.11 1.18
H -0.45 0.53 -2.44
H 0.77 2.36 -0.78
H 7.75 -0.57 2.45
C -0.76 -1.27 -1.73
C 1.89 -0.28 -1.21
N 2.23 -0.39 1.55
C -3.23 -5.49 3.69
C -0.83 7.01 -3.16
C 1.46 0.95 3.22
C 0.87 -4.11 -2.27
H 1.31 1.66 1.35
H 1.12 -0.87 1.62
H -1.64 -0.04 -0.65
H -2.05 -0.26 -0.03
H -0.20 0.52 -0.63
H -0.45 -0.18 -0.72
H 1.00 -0.77 -0.97
H 0.44 -0.40 1.60
H 0.95 -0.22 -0.09
H -0.39 0.75 0.25
H -1.75 0.10 -1.51
H 1.31 0.98 -1.37
H -0.42 0.40 -0.42
H -1.07 2.03 0.20
H 0.27 -0.15 1.34
C -0.90 -3.30 -1.95
C 0.91 1.78 0.52
N -1.06 1.66 -1.32
C -2.70 -3.39 5.67
C 4.97 -3.80 -0.17
C -1.31 1.77 -2.36
C -1.46 0.10 0.83
H -0.15 1.83 -0.62
H 0.12 -1.20 1.40
H 1.34 1.54 1.39
H 1.52 -1.11 1.19
H -0.77 0.03 -0.41
H 0.25 0.39 -0.29
H -0.20 1.15 -0.50
H -3.02 0.02 -3.44
H -1.63 1.63 0.10
H 1.94 2.34 -1.60
H 0.86 0.01 -0.48
H -1.22 -1.53 2.74
H 1.32 -2.67 -0.38
H 0.78 0.29 0.49
H 0.43 2.42 -0.86

Summary:
Gap between HOMO and LUMO = 8.359 eV
Relative energy (zero: lowest compared OMol25 entry of this formula, charge and spin) = 437.20 kJ/mol


No. 2
Formula: C30H72ClN8O11V
Source: OMol25
Level of theory: ωB97M-V/def2-TZVPD

Atoms and positions in Å:
O -4.323 1.347 -4.569
V -3.352 0.917 -3.421
Cl -0.745 0.460 -0.438
O -1.238 0.191 0.866
O 0.028 1.622 -0.508
O 0.102 -0.639 -0.878
O -1.821 0.447 -1.376
C 0.752 2.892 3.980
C 2.176 2.388 4.333
N 3.057 2.100 3.172
C 3.620 3.302 2.560
C 4.629 3.986 3.452
C 2.527 1.255 2.101
C 3.699 0.626 1.351
H 0.752 3.965 3.790
H 0.189 2.889 4.913
H 0.229 2.305 3.225
H 2.642 2.933 5.154
H 1.928 1.514 4.934
H 3.925 3.120 1.530
H 2.777 3.961 2.354
H 4.225 4.272 4.423
H 5.448 3.310 3.698
H 4.993 4.850 2.895
H 1.957 1.873 1.407
H 1.971 0.392 2.468
H 4.569 0.354 1.949
H 4.147 1.221 0.555
H 3.479 -0.301 0.820
C 2.437 -5.909 4.462
C 1.657 -4.665 4.022
N 2.541 -3.490 3.844
C 1.775 -2.221 3.862
C 0.719 -2.218 2.827
C 3.657 -3.640 2.826
C 4.673 -2.602 2.965
H 3.179 -6.319 3.777
H 1.735 -6.739 4.547
H 2.814 -5.821 5.481
H 1.262 -4.870 3.027
H 0.909 -4.498 4.797
H 1.391 -1.994 4.856
H 2.518 -1.435 3.722
H 0.248 -1.235 2.840
H 0.961 -2.393 1.778
H -0.083 -2.850 3.206
H 3.227 -3.496 1.836
H 4.208 -4.581 2.849
H 5.553 -2.754 2.340
H 5.036 -2.404 3.974
H 4.245 -1.652 2.644
C -3.902 4.022 -1.692
O -3.625 2.993 -2.371
N -3.911 4.035 -0.363
C -4.516 5.162 0.324
C -3.546 2.904 0.459
H -4.243 5.020 -2.007
H -5.196 5.653 -0.372
H -3.756 5.878 0.636
H -5.098 4.878 1.201
H -3.374 1.901 0.068
H -2.572 3.178 0.864
H -4.227 2.724 1.291
C -0.050 -4.181 0.101
O 0.923 -4.894 -0.163
N -0.973 -4.608 1.003
C -2.152 -3.790 1.296
C -1.043 -5.934 1.577
H -0.232 -3.173 -0.303
H -2.062 -3.232 2.228
H -3.134 -4.262 1.263
H -2.252 -2.948 0.611
H -1.713 -6.084 2.423
H -1.234 -6.655 0.782
H -0.069 -6.230 1.967
C -1.200 -1.577 -4.246
O -2.095 -0.749 -3.988
N -1.104 -2.855 -3.740
C -0.084 -3.728 -4.165
C -2.112 -3.486 -2.883
H -0.328 -1.285 -4.851
H 0.711 -3.182 -4.672
H -0.524 -4.477 -4.824
H 0.313 -4.180 -3.256
H -2.971 -2.827 -2.760
H -2.638 -4.241 -3.467
H -1.775 -3.812 -1.899
C 2.051 0.746 -3.827
O 1.698 0.023 -4.768
N 2.888 1.823 -3.954
C 3.509 2.478 -2.795
C 3.407 2.286 -5.210
H 1.860 0.429 -2.790
H 4.561 2.219 -2.672
H 2.901 2.306 -1.907
H 3.342 3.552 -2.876
H 3.027 1.793 -6.105
H 3.110 3.328 -5.325
H 4.493 2.276 -5.308
C -0.804 2.725 -5.131
O -1.615 1.991 -4.643
N -0.310 3.768 -4.467
C 0.627 4.601 -5.177
C -0.422 4.021 -3.053
H -0.466 2.654 -6.176
H 0.947 4.249 -6.158
H 1.488 4.757 -4.528
H 0.259 5.623 -5.268
H 0.554 3.779 -2.634
H -0.789 5.022 -2.827
H -1.056 3.304 -2.532
C -5.731 0.291 -1.133
O -4.757 0.512 -1.891
N -5.565 -0.420 0.013
C -6.679 -0.455 0.918
C -4.328 -0.943 0.588
H -6.763 0.637 -1.300
H -6.640 -1.368 1.512
H -7.640 -0.499 0.405
H -6.538 0.294 1.696
H -3.746 -1.277 -0.272
H -3.713 -0.326 1.243
H -4.401 -1.923 1.058

Forces on the atoms, in the same order (eV/Å):
O 1.48 -1.30 1.84
V -0.05 2.17 -1.16
Cl 2.27 -3.64 -1.30
O -0.64 0.30 1.16
O 0.27 2.43 0.20
O 0.09 -0.25 0.64
O -2.39 1.18 -1.18
C 0.63 1.17 1.11
C -1.24 -0.98 -0.72
N 0.24 -0.46 0.91
C -1.23 0.25 0.57
C 0.31 -0.21 -0.41
C 1.13 -0.17 0.32
C 1.01 -0.47 -1.04
H -0.01 -0.01 -0.83
H -0.28 -0.47 0.05
H 0.18 0.11 -0.04
H 0.32 0.81 -0.73
H 0.53 -1.05 -0.57
H 0.80 -0.41 0.35
H -0.30 0.72 0.19
H -0.23 0.29 -0.26
H 0.18 0.02 -0.30
H 0.24 0.16 0.42
H -0.61 -0.33 -0.16
H -0.57 0.46 0.34
H -0.23 0.28 0.64
H -0.25 0.45 0.03
H -0.68 -0.13 -0.01
C -0.42 -0.80 0.32
C 1.99 -0.95 0.67
N -1.22 -0.90 -1.69
C 2.79 0.77 0.60
C -1.98 0.49 -0.09
C -0.27 -0.49 0.72
C 0.99 2.74 0.35
H 0.16 0.56 0.02
H -0.35 0.09 -0.07
H 0.36 0.27 -0.18
H -0.42 0.23 -0.10
H -0.16 0.54 -0.45
H -0.23 -0.65 0.10
H -0.04 0.08 -0.28
H 0.18 0.28 -0.02
H 0.40 -0.31 0.28
H -0.04 -0.38 -0.59
H -0.64 -0.41 -0.06
H -1.05 -0.46 0.43
H -0.19 -0.33 -0.06
H -0.02 -0.44 0.15
H 0.26 0.13 -0.07
C -0.13 -1.97 0.38
O 0.08 1.29 0.09
N -0.94 -1.06 -0.30
C 0.10 0.81 -0.12
C 1.28 -0.43 1.12
H 0.26 -0.49 -1.18
H 0.02 0.15 0.17
H -0.02 0.02 0.12
H 0.14 -0.32 -0.16
H -0.27 0.49 -1.20
H 0.07 -0.21 0.53
H -0.21 0.58 -0.02
C 1.05 -2.04 0.64
O -0.72 1.16 -0.09
N -2.37 1.23 0.59
C 0.16 1.47 -0.31
C 1.55 -0.96 -0.41
H 0.04 -0.02 -0.02
H 0.03 -0.48 0.53
H 0.36 -0.69 0.04
H 0.38 -0.11 -0.55
H -0.38 0.65 -0.39
H -0.31 -0.17 0.13
H 0.25 0.04 -0.12
C 0.50 -1.66 1.32
O -1.23 0.26 0.45
N -1.91 3.16 0.06
C 1.06 -0.60 -0.19
C -1.42 1.01 -0.99
H -0.26 -0.04 0.01
H -0.04 -0.09 -0.02
H 0.31 -0.24 -0.01
H 0.31 -0.36 -0.25
H 0.37 0.66 0.37
H 0.65 -0.81 0.19
H 0.32 -0.11 -0.39
C 1.30 -1.03 -1.08
O -0.21 1.13 0.82
N -0.08 -0.59 0.77
C -1.52 0.21 -0.02
C -0.24 0.73 -1.20
H -0.26 0.51 0.06
H -0.12 0.05 0.03
H 0.29 -0.80 0.19
H 0.65 0.24 -0.45
H -0.26 -0.47 0.47
H 0.14 0.20 -0.01
H 0.11 -0.27 0.49
C 0.72 1.91 0.05
O -2.59 -2.97 1.38
N 0.51 0.07 -1.43
C 0.68 1.37 0.72
C -0.05 -1.05 0.59
H -0.05 -0.18 0.19
H -0.26 -0.25 0.22
H 0.42 -0.34 -0.16
H -0.41 0.00 -0.32
H 0.22 0.70 0.28
H 0.33 0.06 -0.13
H -0.33 0.00 -0.51
C 2.34 -1.26 0.99
O -0.41 -0.34 -0.45
N -0.74 0.84 -0.25
C -0.42 -0.81 1.24
C 1.11 -1.06 -1.89
H 0.39 -0.04 -0.21
H 0.06 -0.31 -0.32
H 0.07 0.62 0.13
H -0.60 0.53 -0.27
H 0.62 0.74 -0.11
H -0.40 0.54 -0.27
H -1.18 0.21 0.44

Summary:
Total charge = +2
Expectation value of S² = 2.039
Gap between HOMO and LUMO (spin up / spin down) = 6.100 / 3.981 eV
Spin multiplicity = 3


Question: Which formula does entry 1 have?
Answer: C30H72Cl6N4